[1]
ORCA calculation (ωB97M-V/def2-TZVPD) on the ion C5H10ClNO4P with charge -1 at a distorted geometry.

```
22
C5H10ClNO4P (ωB97M-V/def2-TZVPD)
C 1.48877 -0.71065 2.71870
C 0.07873 -0.15427 2.54153
C -0.20665 -0.16169 1.01577
C 0.68719 0.80849 0.23708
C -0.21476 1.61551 -0.74008
O -0.46439 2.80208 -0.73835
N -0.64454 0.65010 -1.60183
O -1.18976 0.89548 -2.84963
P -1.58250 -0.67475 -3.57175
O -0.96960 -1.64620 -2.69340
O -2.95834 -0.52534 -4.05895
Cl -0.22894 -0.35751 -5.11490
H 1.79865 -1.40479 1.91355
H 2.40889 -0.09748 2.80697
H 1.58799 -1.31766 3.69768
H -0.09922 0.84682 2.95686
H -0.72937 -0.79769 2.98734
H -0.03052 -1.25155 0.72867
H -1.19057 0.06586 0.82565
H 1.21003 1.42147 0.90567
H 1.41484 0.19822 -0.42559
H -0.16592 -0.20445 -1.54102
```

The SMILES is CCCCC(=O)NO[P@@](=O)([O-])Cl. The orbital gap comes out at 8.3 eV. As for the molar mass: 214.57 Da. The net charge is -1. The value obtained for the calculated total energy is -1353.91593 Ha. As for the HOMO energy: -5.211 eV.

Löwdin charges, unit e, in atom order: number 1, C, carries -0.148; number 2, C, carries -0.260; number 3, C, carries -0.230; number 4, C, carries -0.108; number 5, C, carries -0.478; number 6, O, carries 0.051; number 7, N, carries -0.035; number 8, O, carries -0.251; number 9, P, carries 0.006; number 10, O, carries -0.370; number 11, O, carries -0.365; number 12, Cl, carries 0.242; number 13, H, carries 0.069; number 14, H, carries 0.066; number 15, H, carries 0.082; number 16, H, carries 0.104; number 17, H, carries 0.112; number 18, H, carries 0.133; number 19, H, carries 0.077; number 20, H, carries 0.087; number 21, H, carries 0.147; number 22, H, carries 0.068

---

[2]
ORCA calculation (ωB97M-V/def2-TZVPD) on the molecule C7H2BrF7O2 at a distorted geometry.

```
19
C7H2BrF7O2 (ωB97M-V/def2-TZVPD)
C 3.06030 -2.02962 -0.51625
C 2.88499 -0.61550 -0.42799
C 2.31218 0.94221 -0.22051
Br 3.86798 2.17960 -0.57547
O 1.18238 1.11387 -1.14626
C -0.01032 1.66288 -0.48508
O -0.38235 2.91489 -0.87268
C -0.91641 0.94313 0.67355
F -0.25250 1.03090 2.02783
F -2.16743 1.77827 0.81693
C -1.23542 -0.64474 0.43114
F -1.31724 -1.26491 1.80685
F -0.18401 -1.39991 -0.28709
C -2.67076 -0.96800 -0.29129
F -3.07997 -0.00522 -1.33938
F -2.50522 -2.29463 -0.99546
F -3.71072 -1.21016 0.75859
H 3.07275 -3.19789 -0.27097
H 2.05178 1.06482 0.91354
```

The SMILES is C#C[C@@H](Br)OC(=O)C(F)(F)C(F)(F)C(F)(F)F. The orbital gap comes out at 8.2 eV. As for the molar mass: 330.98 Da. The net charge is 0. The value obtained for the calculated total energy is -3691.10491 Ha. As for the HOMO energy: -10.161 eV.

Löwdin charges, unit e, in atom order: number 1, C, carries 0.076; number 2, C, carries -0.087; number 3, C, carries -0.648; number 4, Br, carries 0.659; number 5, O, carries -0.097; number 6, C, carries -0.126; number 7, O, carries 0.076; number 8, C, carries -0.075; number 9, F, carries 0.013; number 10, F, carries 0.031; number 11, C, carries -0.086; number 12, F, carries 0.022; number 13, F, carries 0.044; number 14, C, carries -0.127; number 15, F, carries 0.060; number 16, F, carries 0.023; number 17, F, carries 0.045; number 18, H, carries 0.075; number 19, H, carries 0.122

---

[3]
ORCA calculation (ωB97M-V/def2-TZVPD) on a structure of composition C34H35As2BrNO5RuSTe at a distorted geometry.

```
81
C34H35As2BrNO5RuSTe (ωB97M-V/def2-TZVPD)
Ru -0.30441 0.80737 0.65737
O -2.58368 -2.96743 6.28949
C -2.65750 -2.52376 5.01632
C -3.86304 -2.23131 4.37505
C -3.81998 -1.78699 3.06918
N -2.69284 -1.61010 2.37983
C -1.57321 -1.88215 3.02306
Br 0.05294 -1.57665 2.07670
C -1.46785 -2.34946 4.32290
H -3.46541 -3.01409 6.67419
H -4.81078 -2.34489 4.88228
H -4.74093 -1.55962 2.54689
H -0.51590 -2.54742 4.78803
C 0.41091 3.93108 -1.25801
As -0.83102 2.49805 -0.92594
C -2.47576 3.52882 -0.75720
C -1.18771 1.58006 -2.59395
C -0.87239 2.11343 -3.83632
C -1.12972 1.38365 -4.98500
C -1.71327 0.12807 -4.89452
C -2.03777 -0.40195 -3.65559
C -1.77619 0.31410 -2.49362
As -2.09482 -0.39943 -0.69915
C -4.02217 -0.20135 -0.51606
C -1.97693 -2.30866 -0.99891
H -0.01009 4.63233 -1.98069
H 1.34738 3.51406 -1.61373
H 0.56816 4.43688 -0.30345
H -2.68991 3.96968 -1.73179
H -2.33517 4.31268 -0.01363
H -3.31451 2.90311 -0.45675
H -0.40110 3.08789 -3.91009
H -0.86466 1.79032 -5.95153
H -1.90610 -0.44476 -5.79140
H -2.48026 -1.38852 -3.60116
H -4.53224 -0.60474 -1.39134
H -4.28663 0.84576 -0.38822
H -4.31888 -0.74878 0.37936
H -2.71986 -2.62782 -1.73035
H -2.16969 -2.80416 -0.04557
H -0.97138 -2.53706 -1.34228
Te -1.81499 2.07462 2.29842
C -1.10879 1.85108 4.26279
C -0.39112 0.87856 4.89184
C -0.22804 1.10933 6.28197
C -0.83118 2.25473 6.69664
S -1.58462 3.06283 5.39114
H 0.01803 0.02615 4.38059
H 0.31327 0.44777 6.94023
H -0.86617 2.66559 7.68971
O 1.40598 1.21531 -1.56243
C 1.31872 -0.02629 -1.56821
O 0.69054 -0.68281 -0.66616
C 1.93581 -0.81607 -2.67452
C 1.98623 -2.20279 -2.60418
C 2.53689 -2.96457 -3.63686
C 3.01252 -2.27108 -4.72363
O 3.59365 -2.77124 -5.85609
C 3.87750 -1.64666 -6.68542
O 3.50731 -0.46809 -5.98342
C 2.96029 -0.88724 -4.79619
C 2.43373 -0.12683 -3.78979
H 1.59780 -2.68716 -1.72083
H 2.58970 -4.04141 -3.58914
H 3.28996 -1.72106 -7.60774
H 4.94997 -1.61891 -6.90084
H 2.38913 0.95156 -3.82790
C 1.36708 1.71190 1.47892
C 2.50063 0.74855 1.71997
C 2.75576 0.24065 2.99910
C 3.79406 -0.64489 3.23205
C 4.62061 -1.04057 2.19110
C 4.41986 -0.50715 0.92443
C 3.38659 0.38357 0.69636
H 1.75127 2.49748 0.81722
H 1.16853 2.22534 2.42485
H 2.14257 0.56736 3.82379
H 3.96528 -1.01820 4.23373
H 5.43035 -1.73483 2.36995
H 5.08077 -0.77550 0.11093
H 3.26888 0.82468 -0.27677
```

Its multiplicity is 2. The orbital gap (alpha / beta) comes out at 7.2 / 6.6 eV. As for the molar mass: 1028.14 Da. Its expectation value of S² is 0.7617. The net charge is 0. As for the energy relative to the best compared isomer or geometry (same formula, charge and spin): 0.000 eV. The value obtained for the calculated total energy is -9554.21675 Ha. As for the HOMO energy (alpha / beta): -6.919 / -7.052 eV.

Löwdin charges, unit e, in atom order: number 1, Ru, carries 0.369; number 2, O, carries 0.086; number 3, C, carries -0.302; number 4, C, carries 0.007; number 5, C, carries -0.129; number 6, N, carries 0.023; number 7, C, carries -0.686; number 8, Br, carries 0.947; number 9, C, carries -0.043; number 10, H, carries 0.115; number 11, H, carries 0.115; number 12, H, carries 0.107; number 13, H, carries 0.121; number 14, C, carries -0.246; number 15, As, carries 1.024; number 16, C, carries -0.308; number 17, C, carries -0.384; number 18, C, carries -0.092; number 19, C, carries -0.078; number 20, C, carries -0.077; number 21, C, carries -0.093; number 22, C, carries -0.377; number 23, As, carries 1.085; number 24, C, carries -0.265; number 25, C, carries -0.267; number 26, H, carries 0.035; number 27, H, carries 0.027; number 28, H, carries 0.040; number 29, H, carries 0.036; number 30, H, carries 0.015; number 31, H, carries -0.003; number 32, H, carries 0.103; number 33, H, carries 0.105; number 34, H, carries 0.103; number 35, H, carries 0.094; number 36, H, carries 0.033; number 37, H, carries 0.009; number 38, H, carries 0.000; number 39, H, carries 0.026; number 40, H, carries 0.014; number 41, H, carries 0.019; number 42, Te, carries 0.901; number 43, C, carries -0.993; number 44, C, carries -0.272; number 45, C, carries -0.196; number 46, C, carries -0.433; number 47, S, carries 0.906; number 48, H, carries 0.041; number 49, H, carries 0.100; number 50, H, carries 0.059; number 51, O, carries -0.104; number 52, C, carries -0.626; number 53, O, carries -0.263; number 54, C, carries -0.121; number 55, C, carries -0.013; number 56, C, carries 0.022; number 57, C, carries -0.211; number 58, O, carries 0.032; number 59, C, carries -0.137; number 60, O, carries 0.030; number 61, C, carries -0.198; number 62, C, carries 0.080; number 63, H, carries 0.112; number 64, H, carries 0.118; number 65, H, carries 0.136; number 66, H, carries 0.137; number 67, H, carries 0.131; number 68, C, carries -0.317; number 69, C, carries -0.318; number 70, C, carries -0.104; number 71, C, carries -0.101; number 72, C, carries -0.107; number 73, C, carries -0.083; number 74, C, carries -0.056; number 75, H, carries 0.043; number 76, H, carries 0.024; number 77, H, carries 0.087; number 78, H, carries 0.098; number 79, H, carries 0.093; number 80, H, carries 0.100; number 81, H, carries 0.096

---

[4]
ORCA calculation (ωB97M-V/def2-TZVPD) on a cluster of 2 separate species, C11H15BrN2O in total at a distorted geometry.

```
30
C11H15BrN2O (ωB97M-V/def2-TZVPD)
C 2.96948 1.81814 0.67445
C 2.50993 0.55451 0.44939
C 2.48460 2.89559 -0.07894
C 1.27413 1.40029 -1.43903
C 1.63144 0.30172 -0.62895
C -2.18061 -1.53144 -1.40876
C -2.52478 -0.05480 -1.20749
C -1.70682 -1.96552 0.07738
C -1.46658 0.43367 -0.22610
C -1.03172 -0.66672 0.54142
C -0.36083 -0.78360 1.87905
N 1.71801 2.62947 -1.14826
N 1.17529 -0.87932 -1.02112
O -0.03164 0.38839 2.54956
Br 1.82220 -2.44572 -0.34398
H 3.77221 2.06567 1.21348
H 2.81761 -0.32166 1.01853
H 2.98652 3.78207 0.05837
H 0.77605 1.16528 -2.29731
H -3.13682 -2.15136 -1.57597
H -1.27716 -1.66764 -2.03318
H -2.53075 0.31363 -2.13227
H -3.50591 0.05902 -0.80696
H -2.61168 -2.27025 0.58250
H -0.90690 -2.77327 -0.08071
H -0.59991 1.02276 -0.70383
H -1.96328 1.30978 0.45399
H 0.58686 -1.35158 1.62644
H -0.84105 -1.45650 2.55556
H 0.15210 0.17938 3.45275
```

The orbital gap (alpha / beta) comes out at 7.5 / 5.8 eV. As for the molar mass: 271.16 Da. The net charge is 0. As for the energy relative to the best compared isomer or geometry (same formula, charge and spin): 6.722 eV. The value obtained for the calculated total energy is -3186.71484 Ha. As for the HOMO energy (alpha / beta): -7.718 / -7.163 eV.

Löwdin charges, unit e, in atom order: number 1, C, carries -0.059; number 2, C, carries -0.045; number 3, C, carries -0.117; number 4, C, carries -0.117; number 5, C, carries -0.472; number 6, C, carries -0.157; number 7, C, carries -0.180; number 8, C, carries -0.131; number 9, C, carries -0.163; number 10, C, carries -0.163; number 11, C, carries -0.244; number 12, N, carries 0.069; number 13, N, carries -0.397; number 14, O, carries -0.027; number 15, Br, carries 0.735; number 16, H, carries 0.061; number 17, H, carries 0.073; number 18, H, carries 0.075; number 19, H, carries 0.086; number 20, H, carries 0.129; number 21, H, carries 0.105; number 22, H, carries 0.064; number 23, H, carries 0.107; number 24, H, carries 0.110; number 25, H, carries 0.084; number 26, H, carries 0.111; number 27, H, carries 0.189; number 28, H, carries 0.068; number 29, H, carries 0.124; number 30, H, carries 0.083

---

[5]
ORCA calculation (ωB97M-V/def2-TZVPD) on a cluster of 2 separate species, C8H19BCl2IO2 in total at a distorted geometry.

```
33
C8H19BCl2IO2 (ωB97M-V/def2-TZVPD)
C -1.82654 2.73625 -0.61592
C -2.41862 1.51509 -1.32319
C -1.39357 0.45139 -1.72888
I 0.06417 1.42285 -3.04222
B -0.73252 -0.41663 -0.46868
C 0.83551 -0.06636 -0.10865
C 1.33994 -0.80614 1.12193
O 2.74232 -1.06426 1.09954
C -1.69620 -0.35631 0.84683
O -2.99502 -0.96335 0.57388
C -3.64056 -1.33766 1.74965
H -1.60600 3.51887 -1.33160
H -2.53897 3.14509 0.09818
H -0.90696 2.49245 -0.09095
H -3.22005 1.07754 -0.73706
H -2.88088 1.89431 -2.23864
H -1.90196 -0.22660 -2.39992
H -0.73449 -1.59246 -0.83609
H 1.03893 0.99881 0.02103
H 1.43111 -0.45015 -0.93853
H 1.09821 -0.22850 2.01470
H 0.79496 -1.75022 1.20095
H 3.02491 -1.06285 0.16914
H -1.89642 0.66407 1.20635
H -1.26888 -0.90184 1.69256
H -4.71071 -1.44360 1.57032
H -3.51525 -0.58487 2.53317
H -3.26603 -2.29479 2.13248
C 6.19131 -0.99872 -0.36251
Cl 7.15331 0.48643 -0.30914
Cl 4.76066 -0.82801 -1.37747
H 6.80865 -1.79260 -0.76494
H 5.86564 -1.23724 0.64368
```

The orbital gap comes out at 7.7 eV. As for the molar mass: 355.86 Da. The net charge is -1. The value obtained for the calculated total energy is -1709.64019 Ha. As for the HOMO energy: -5.038 eV.

Löwdin charges, unit e, in atom order: number 1, C, carries -0.162; number 2, C, carries -0.367; number 3, C, carries -0.609; number 4, I, carries 0.727; number 5, B, carries -0.632; number 6, C, carries -0.221; number 7, C, carries -0.313; number 8, O, carries -0.134; number 9, C, carries -0.186; number 10, O, carries -0.229; number 11, C, carries -0.170; number 12, H, carries 0.038; number 13, H, carries 0.062; number 14, H, carries 0.057; number 15, H, carries 0.091; number 16, H, carries 0.079; number 17, H, carries 0.038; number 18, H, carries 0.100; number 19, H, carries 0.075; number 20, H, carries 0.053; number 21, H, carries 0.108; number 22, H, carries 0.098; number 23, H, carries -0.030; number 24, H, carries 0.097; number 25, H, carries 0.085; number 26, H, carries 0.073; number 27, H, carries 0.077; number 28, H, carries 0.079; number 29, C, carries -1.008; number 30, Cl, carries 0.491; number 31, Cl, carries 0.583; number 32, H, carries 0.020; number 33, H, carries 0.028

---

[6]
ORCA calculation (ωB97M-V/def2-TZVPD) on the molecule C4H9NO.

```
15
C4H9NO (ωB97M-V/def2-TZVPD)
C 1.73791 -0.07196 0.28921
C 0.62356 -0.07118 -0.77015
C -0.70371 0.04122 -0.07002
C -1.40963 -1.22217 0.32295
N -1.26711 1.14145 0.24986
O -0.53906 2.25158 -0.18749
H 1.56760 0.74827 0.98567
H 1.74021 -1.00802 0.85940
H 2.72884 0.06039 -0.15596
H 0.75435 0.77799 -1.44541
H 0.63928 -0.98935 -1.37234
H -2.26066 -1.00490 0.97204
H -1.76942 -1.71314 -0.58826
H -0.73447 -1.92405 0.82915
H -1.10771 2.98386 0.08134
```

The SMILES is CC/C(C)=N\O. The orbital gap comes out at 10.5 eV. As for the molar mass: 87.12 Da. The net charge is 0. As for the energy relative to the best compared isomer or geometry (same formula, charge and spin): 2.181 eV. The value obtained for the calculated total energy is -287.75229 Ha. As for the HOMO energy: -9.421 eV.

Löwdin charges, unit e, in atom order: number 1, C, carries -0.091; number 2, C, carries -0.198; number 3, C, carries -0.387; number 4, C, carries -0.042; number 5, N, carries 0.029; number 6, O, carries -0.075; number 7, H, carries 0.074; number 8, H, carries 0.072; number 9, H, carries 0.072; number 10, H, carries 0.103; number 11, H, carries 0.112; number 12, H, carries 0.078; number 13, H, carries 0.083; number 14, H, carries 0.080; number 15, H, carries 0.091